Record 1
14
Properties=species:S:1:pos:R:3:lowdin_charge:R:1 method="wB97M-V/def2-TZVPD" lumo_energy_ev=0.9 orbital_gap_ev=8.88 smiles="C=C(N)O[C@H]1CO1" molar_mass_g_mol=101.1 energy_ha=-361.6905
O -0.57202 0.47464 1.05393 0.000
O -0.51887 0.35576 -1.77178 0.020
N 1.82175 0.65464 1.02812 0.123
C 0.67079 -0.11938 1.01681 -0.557
C -1.78865 0.85306 -1.28792 -0.082
C -1.01382 -0.10446 -0.54969 -0.165
C 0.78137 -1.42969 0.82215 -0.011
H -1.66604 1.83367 -0.89251 0.102
H -2.65296 0.78733 -1.95322 0.123
H -1.33625 -1.13400 -0.65718 0.150
H 0.16268 -2.21625 1.22214 0.061
H 1.76882 -1.78579 0.60068 0.045
H 2.71031 0.26533 0.68463 0.114
H 1.63288 1.56514 0.68384 0.076

---

Record 2
48
Properties=species:S:1:pos:R:3:lowdin_charge:R:1 method="wB97M-V/def2-TZVPD" lumo_energy_ev=-2.3 total_charge=+1 orbital_gap_ev=9.10 smiles="COc1ccc(Br)cc1C[N@H+](C)CC(=O)NCCc1ccccc1" molar_mass_g_mol=392.3 energy_ha=-3572.2148
Br -3.66115 -2.98419 0.39693 0.767
O -1.54657 0.86362 2.04748 0.076
O -0.00226 1.10492 -2.12307 -0.115
N 0.70743 0.77050 1.86347 0.110
N -1.99903 2.61220 0.32929 -0.155
C 1.61108 -2.89241 0.98659 -0.034
C -2.36536 2.00964 -0.98217 -0.053
C -1.34899 -2.15164 -1.06121 -0.096
C 3.14679 -1.81890 -1.04735 -0.100
C -2.51791 3.97462 0.47914 0.014
C 1.70269 -3.54559 -0.22882 -0.086
C 2.22702 -1.02762 2.54843 -0.130
C 2.29276 -1.70055 1.20283 -0.236
C 2.47393 -3.01206 -1.24881 -0.094
C -0.80767 0.12457 -1.62083 -0.223
C 1.12033 0.72740 -2.90074 -0.041
C -2.84696 -0.38195 -0.43490 -0.077
C -2.51401 -1.72581 -0.44489 -0.664
C 3.05153 -1.16537 0.17062 -0.051
C -0.48479 1.26689 1.59191 -0.438
C -0.50388 -1.23199 -1.65119 0.010
C 0.89065 -0.33442 2.79436 -0.143
C -2.00231 0.54943 -1.01865 -0.150
C -0.56171 2.47002 0.62256 -0.007
H 1.55310 1.66005 -3.25809 0.102
H 3.76693 -1.40852 -1.83152 0.109
H 2.36185 -1.77601 3.33073 0.129
H 1.19061 -4.48458 -0.37424 0.112
H -3.76759 -0.06454 0.03010 0.121
H -2.39905 1.96399 1.08715 0.162
H 1.85443 0.18674 -2.29761 0.073
H 1.54129 1.16926 1.45811 0.156
H 3.60475 -0.24862 0.32703 0.112
H 0.82130 0.11679 -3.75461 0.109
H 0.85036 0.05084 3.81871 0.135
H 0.05428 -1.02393 2.65686 0.130
H -3.59757 3.97849 0.34203 0.111
H -0.18391 3.36236 1.12505 0.148
H -2.06744 4.63100 -0.26480 0.116
H 3.03485 -0.29846 2.64307 0.120
H -1.84292 2.55022 -1.77427 0.146
H -3.44260 2.12483 -1.11567 0.146
H 2.56327 -3.53184 -2.19081 0.112
H -1.09757 -3.19943 -1.08136 0.105
H -2.29698 4.35316 1.47531 0.113
H 1.02638 -3.32386 1.78566 0.122
H 0.39931 -1.58493 -2.11925 0.098
H 0.01132 2.29569 -0.28853 0.130